# 1
17
Properties=species:S:1:pos:R:3:forces:R:3 method="wB97M-V/def2-TZVPD" total_charge=-1 orbital_gap_ha=0.2312 homo_energy_ev=-2.90 total_energy_ev=-25798.217 max_force_ev_per_a=4.71 de_lowest_kj_mol=29.3 molar_mass_g_mol=176.2
C 4.815847 -0.130275 -2.302267 1.4 4.4 0.8
C 1.726272 1.221189 -1.420239 1.3 1.0 -0.7
C 0.025646 -0.416861 0.559598 -0.3 -0.1 -2.9
C -0.251284 -1.354289 -0.681873 1.3 -0.9 1.2
C 0.339024 1.071783 -1.256980 -0.5 -0.8 1.0
N -0.094068 0.928114 0.102444 -2.7 2.7 1.5
O 4.542464 -1.185570 -2.561108 -1.3 -4.3 -0.9
O 2.445286 0.769840 -2.320878 -0.1 0.1 0.0
O 5.262939 0.921288 -2.070818 0.0 0.0 0.1
O 2.338971 2.119014 -0.498728 -2.1 -0.9 1.2
S -0.450015 -0.322494 -2.078945 -0.5 0.9 -1.4
H -0.685656 -0.592118 1.276454 -1.6 -0.5 2.1
H 0.991822 -0.605878 0.920896 1.5 -0.3 0.6
H 0.679138 -1.888671 -0.850650 0.0 -0.6 0.1
H -1.042558 -2.075975 -0.495742 -0.3 0.0 -0.2
H -1.130866 1.248522 0.344136 2.9 -0.6 -1.3
H 3.082013 2.600747 -0.810989 1.0 -0.1 -1.2

***

# 2
13
Properties=species:S:1:pos:R:3:forces:R:3 method="wB97M-V/def2-TZVPD" total_charge=+1 orbital_gap_ha=0.2656 homo_energy_ev=-13.35 total_energy_ev=-17591.898 max_force_ev_per_a=4.26 de_lowest_kj_mol=727.2 molar_mass_g_mol=112.2
C 0.038420 0.154253 3.344441 0.3 0.2 1.2
C -0.370068 -0.161185 2.180011 -1.0 0.2 -2.0
C 1.028986 -1.497148 -0.342935 -3.0 1.2 0.3
C 0.120145 0.986155 -1.171254 -1.6 -2.1 -1.5
C -0.475335 -0.288200 0.882377 3.6 -2.3 -0.2
N -0.923296 0.661159 -0.096073 -3.8 1.0 0.5
S 0.418053 -0.745339 -1.833786 0.8 0.6 0.2
H 1.885267 -1.070819 0.174965 -0.1 -0.3 -0.1
H 0.828720 -2.602295 -0.354558 0.3 1.3 0.4
H -0.402476 1.564456 -2.061676 1.5 -0.7 2.2
H 0.999018 1.274251 -0.613332 0.1 1.0 -0.4
H -1.326853 1.507278 0.433804 1.0 -1.0 -1.0
H -1.820582 0.217433 -0.541985 1.9 0.8 0.4

***

# 3
13
Properties=species:S:1:pos:R:3:forces:R:3 method="wB97M-V/def2-TZVPD" total_charge=+1 orbital_gap_ha="0.2472 / 0.2775" homo_energy_ev="-14.63 / -15.61" total_energy_ev=-17596.085 max_force_ev_per_a=3.74 de_lowest_kj_mol=323.2 molar_mass_g_mol=112.2
C 0.889102 0.881393 -2.612465 -1.7 0.0 0.9
C 0.316973 0.527539 -1.343766 1.7 -0.4 -0.8
C 1.501454 0.251518 -0.523595 -2.1 0.8 2.2
C -1.112489 0.348276 -1.135684 -2.2 1.6 2.6
C 1.397211 -0.217865 0.946746 -0.8 0.9 0.1
N 1.585349 1.208502 -3.461941 0.6 0.3 -1.3
S 2.928273 0.700199 -1.168059 1.2 -0.2 0.2
H -1.868080 0.976118 -1.719951 1.6 -0.2 0.7
H -1.453707 0.332774 -0.015227 1.0 0.4 -1.9
H -1.452269 -0.596600 -1.422007 -0.1 -2.2 -0.8
H 0.782606 0.471545 1.652388 0.9 -0.7 -1.7
H 2.367199 -0.343111 1.473935 -0.6 -0.3 -0.7
H 0.784948 -1.120271 0.834065 0.4 -0.3 0.6